This record from the Open Molecules 2025 dataset describes a molecular structure, C21H38F6Li3N3O33S6 at a distorted geometry. The level of theory is ωB97M-V/def2-TZVPD.

```
110
Properties=species:S:1:pos:R:3:forces:R:3
Li 0.141346 -3.593125 0.662790 -0.0296 -0.3575 0.2318
Li -0.375994 -2.457845 -2.039940 0.1266 -0.6264 -0.3578
Li -0.459914 0.340705 -3.549940 0.6547 1.1596 0.5115
N -1.391664 -1.382905 -3.414540 0.9968 -2.2211 -5.1486
S -1.642204 -2.186815 -4.993370 2.1861 -2.2567 -2.9556
O -2.333064 -1.432555 -6.027520 1.5525 -0.7313 2.1814
O -1.922184 -3.601885 -4.872770 0.3849 2.1578 0.1563
F -0.070234 -2.147525 -5.367850 -0.7764 0.3350 0.1561
S -2.922004 -1.337125 -3.235040 -8.3686 2.6497 7.3839
O -3.634364 -2.500665 -2.677130 1.8093 1.8227 -2.5077
O -3.719774 -0.322875 -3.908340 1.5526 -1.7547 -0.7156
F -2.689634 -0.511305 -1.872610 0.1623 0.1577 0.8308
N -1.237154 -4.956495 0.323950 1.7914 0.5333 -5.0960
S -1.695724 -5.160385 -1.303260 4.0867 -2.0813 -4.9488
O -1.593544 -3.995815 -2.129530 -0.7215 0.8083 1.3226
O -2.537994 -6.254285 -1.760340 0.7324 2.2289 1.7779
F -0.233074 -5.718505 -1.646460 0.4319 -0.7885 0.0849
S -2.635524 -5.291855 0.732670 -7.2647 -0.9220 9.0836
O -2.848374 -6.703745 1.043550 -0.1248 2.4479 -1.4251
O -3.690374 -4.341445 0.344740 1.6646 -2.3809 -0.9740
F -2.388814 -4.688255 2.215520 0.0749 -0.1640 0.6157
N 0.132586 -1.804535 -0.128810 -4.1475 1.0402 2.6948
S -1.015824 -0.901595 0.861990 -6.3804 0.1862 0.6141
O -1.658974 0.339575 0.435070 2.1939 -2.2402 -0.1132
O -0.685024 -0.949475 2.238090 0.9105 -0.8479 0.1252
F -2.223544 -1.957455 0.668100 1.5277 0.4119 -0.0084
S 1.051526 -0.570845 -0.197280 7.9541 1.8558 -2.5773
O 1.884376 -0.204825 0.946200 -2.5086 -0.1558 -1.2748
O 0.593016 0.408455 -1.150780 0.2373 -0.6341 1.2397
F 2.136846 -1.449755 -1.001600 0.2189 0.6055 -0.3745
C -0.159694 0.326565 4.980120 0.2004 -1.5994 1.5404
C 0.488426 0.656035 6.391340 -3.2341 -0.7211 -1.0749
O 1.236726 1.775575 6.081030 1.2456 0.9576 1.6769
C 1.387056 1.972365 4.798230 2.1242 0.9840 -3.0526
O 2.115896 2.824635 4.288720 -2.5042 -2.6404 1.2538
O 0.697576 0.954435 4.123210 1.9080 2.8857 -1.3171
H -1.185714 0.667825 4.842620 -0.0042 0.0226 0.2093
H -0.060024 -0.728115 4.723540 -0.5679 -0.0852 0.3303
H 0.978046 -0.214595 6.827640 0.6331 0.4674 -0.0468
H -0.328694 0.998585 7.026230 0.2234 -0.2764 0.4304
C 4.983336 -0.999835 2.147070 -2.2868 1.4149 1.7780
C 4.241086 -0.209855 3.284070 0.3487 -1.9757 0.4027
O 5.194646 0.782305 3.589070 -0.2779 0.7765 1.2827
C 5.835326 1.084605 2.483600 2.3712 3.4394 -1.6524
O 6.517346 2.102825 2.254660 -2.2146 -3.5140 0.9867
O 5.617356 0.123795 1.566160 0.8047 -0.5805 -1.5619
H 4.148436 -1.424045 1.589310 0.6779 -0.0033 -0.8827
H 5.670916 -1.753235 2.531420 0.1657 0.1710 -0.1701
H 4.073656 -0.849935 4.150310 0.1421 0.2021 0.1978
H 3.278366 0.220405 3.008140 0.2069 0.1587 -0.4043
C -2.100934 3.024935 2.090410 -0.7867 0.0755 2.4881
O -2.081564 4.307695 1.490180 1.6821 0.5037 -0.0012
C -1.089264 5.185565 1.892720 0.3784 -0.5075 0.8100
O -0.346084 5.149625 2.877290 -2.1272 -0.1500 -2.6924
O -1.143544 6.122105 0.925500 -0.0559 -0.9936 0.0706
C -0.218694 7.164405 0.899120 0.0240 1.7981 0.0384
H -2.425674 3.198905 3.116270 -0.0234 -0.1302 0.3536
H -1.157414 2.494915 2.220650 0.1929 0.1931 -0.8637
H -2.921214 2.418395 1.706560 0.4371 0.1884 -0.5477
H -0.252084 7.718485 1.837190 0.5262 -0.2323 0.1578
H -0.583344 7.875515 0.157870 -0.2791 -0.1192 -0.1048
H 0.788936 6.937075 0.551130 0.0299 -0.6421 0.5325
C 3.549456 -0.402675 -5.680410 -1.2383 0.2295 -0.6563
O 3.663156 0.663125 -4.746670 0.5389 0.1317 -0.1613
C 2.743726 1.007495 -3.843920 0.3788 -2.8577 -0.6635
O 1.633676 0.509235 -3.732950 -0.0831 0.7571 -0.5102
O 3.355196 1.804175 -3.033930 1.7248 -1.6248 -0.6022
C 2.613106 2.584125 -2.219500 -1.8051 3.4068 0.6254
H 4.083306 -1.308315 -5.392460 0.0537 0.2682 0.3626
H 3.926416 -0.033145 -6.634060 0.2859 0.0084 0.2044
H 2.498366 -0.623695 -5.866040 -0.0599 -0.2365 0.2243
H 1.803616 2.929395 -2.862630 -0.5387 0.4007 0.5572
H 3.270756 3.440195 -2.068670 -0.2779 0.0975 0.5932
H 2.179756 2.231815 -1.283460 0.5189 -0.6747 -0.1931
C 4.692806 -4.742135 -2.479170 -0.7453 -1.4798 -1.0400
O 3.422096 -4.202695 -2.093220 -1.6885 1.3842 0.4677
C 2.280376 -4.183845 -2.848660 1.3033 -0.5930 -0.7864
O 1.302836 -3.522295 -2.561690 0.6973 -0.6748 -0.0303
O 2.451686 -4.955895 -3.941950 1.5772 0.1771 1.0059
C 1.448206 -5.412005 -4.815130 -2.3485 0.9572 0.0475
H 5.541206 -4.387825 -1.893690 -0.6222 0.7552 0.0445
H 4.802566 -4.605865 -3.555030 0.4166 0.1213 0.1728
H 4.640496 -5.813965 -2.287970 0.0877 -0.1264 -0.1569
H 0.611646 -4.720955 -4.711530 -0.3607 -0.1775 0.0239
H 1.092326 -6.404655 -4.539250 0.3391 0.0060 0.0407
H 1.688906 -5.354955 -5.876690 0.8639 -0.1009 0.3204
C -3.214084 2.946505 -1.125850 -1.6598 -0.2219 0.2496
O -2.345784 3.822375 -1.824900 2.3126 -0.0951 -1.2177
C -1.346284 3.305255 -2.569800 0.9253 -0.4848 -0.3111
O -1.082774 2.104245 -2.727080 -0.8444 2.2696 0.0915
O -0.524184 4.251145 -3.179770 -1.9123 -3.4115 -0.2253
C -0.638654 5.605235 -2.878820 0.3113 0.8753 1.3147
H -3.954894 3.606295 -0.674210 0.1449 0.1467 -0.0220
H -2.799374 2.368525 -0.299990 0.6100 0.0061 -0.6862
H -3.769624 2.336365 -1.838040 0.3448 -0.3381 0.0531
H -1.643544 5.866455 -2.547040 0.2234 0.1213 0.0526
H -0.321404 6.246005 -3.701530 -0.1068 -0.4611 -0.2363
H 0.107536 5.666195 -2.086620 -0.2903 1.1254 0.3714
C -3.667284 1.544715 6.491980 -0.7596 0.8661 -0.4222
O -3.613174 0.362345 5.734900 0.1535 -1.5530 -0.4557
C -4.081784 0.344415 4.484460 0.1852 -0.7700 -1.2852
O -4.469734 1.299915 3.829910 0.4926 -1.7085 1.0812
O -3.964334 -0.993055 4.039680 0.9059 2.8952 2.8250
C -4.462414 -1.258125 2.790510 -1.5647 -0.0558 -1.7193
H -4.716344 1.760075 6.694910 0.0099 0.2519 0.0854
H -3.252794 2.348045 5.882920 0.1106 0.2435 0.3762
H -3.158724 1.399135 7.445020 0.1776 -0.1606 -0.3540
H -4.093084 -0.584365 2.017380 0.2731 -0.0692 0.0089
H -5.542194 -1.113575 2.826480 -0.2083 -0.0955 -0.2706
H -4.274664 -2.301535 2.537240 0.2596 0.1635 0.1051
```
Forces are in eV/Å.

**HOMO**: -10.530 eV
**Kohn-Sham gap**: 9.39 eV
**ΔE to the lowest compared entry with this formula, charge and spin**: 195.9 kcal/mol
**E_LUMO**: -1.141 eV
**DFT total energy**: -6481.0372 Ha
**2S+1**: 1
**Maximum force**: 0.227 hartree/bohr

Atomic partial charges in e from the Löwdin method, atoms 1 to 99:
1 Li 0.713
2 Li 0.596
3 Li 0.673
4 N -0.385
5 S 0.617
6 O -0.231
7 O -0.238
8 F -0.199
9 S 0.450
10 O -0.237
11 O -0.248
12 F -0.231
13 N -0.335
14 S 0.595
15 O -0.349
16 O -0.192
17 F -0.199
18 S 0.432
19 O -0.247
20 O -0.257
21 F -0.225
22 N -0.386
23 S 0.591
24 O -0.240
25 O -0.222
26 F -0.177
27 S 0.460
28 O -0.228
29 O -0.273
30 F -0.193
31 C -0.147
32 C -0.092
33 O 0.086
34 C -0.498
35 O 0.136
36 O 0.012
37 H 0.117
38 H 0.123
39 H 0.132
40 H 0.121
41 C -0.096
42 C -0.111
43 O 0.083
44 C -0.545
45 O 0.107
46 O 0.056
47 H 0.111
48 H 0.130
49 H 0.130
50 H 0.109
51 C -0.065
52 O -0.025
53 C -0.500
54 O 0.126
55 O -0.021
56 C -0.071
57 H 0.086
58 H 0.101
59 H 0.078
60 H 0.101
61 H 0.090
62 H 0.099
63 C -0.019
64 O 0.021
65 C -0.577
66 O 0.053
67 O 0.058
68 C -0.053
69 H 0.096
70 H 0.098
71 H 0.084
72 H 0.095
73 H 0.115
74 H 0.099
75 C -0.021
76 O -0.010
77 C -0.506
78 O 0.045
79 O -0.008
80 C -0.016
81 H 0.100
82 H 0.096
83 H 0.096
84 H 0.073
85 H 0.109
86 H 0.104
87 C -0.017
88 O 0.004
89 C -0.450
90 O 0.030
91 O -0.025
92 C -0.055
93 H 0.107
94 H 0.062
95 H 0.109
96 H 0.102
97 H 0.100
98 H 0.098
99 C -0.044